Record 1
Computed, not measured: a cluster of 2 separate species, C51H46NO2 in total at a distorted geometry, with ωB97M-V/def2-TZVPD.

Computed properties:
* HOMO-LUMO gap: 3.7 eV
* strongest force on any atom: 2.35 eV Å⁻¹
* HOMO level: -9.039 eV
* calculated total energy: -2175.898753 Eh

Geometry as ORCA input:
```
! wB97M-V def2-TZVPD RIJCOSX def2/J DEFGRID3
* xyz 1 1
C -1.34 -7.65 2.80
C -0.39 -7.18 1.90
C -0.42 -5.85 1.44
C -1.41 -4.97 1.89
C -1.53 -3.53 1.33
C -1.09 -2.52 2.41
C -0.46 -2.90 3.59
C -0.19 -1.94 4.58
C -0.57 -0.61 4.42
C -1.15 -0.21 3.22
C -1.33 -1.15 2.19
C -0.69 -3.39 0.05
C 0.30 -2.40 -0.08
C 0.92 -2.20 -1.32
C 0.68 -3.05 -2.38
C -0.21 -4.11 -2.22
C -0.91 -4.28 -1.02
C -3.02 -3.23 0.95
C -4.01 -3.15 2.11
C -5.07 -2.13 1.72
C -4.50 -1.32 0.55
N -3.21 -1.95 0.24
C -2.60 -1.71 -0.95
C -2.16 -0.51 -1.46
C -2.06 -0.32 -2.89
C -1.92 0.98 -3.42
C -1.65 1.18 -4.77
C -1.43 0.07 -5.61
C -1.69 -1.22 -5.13
C -2.10 -1.40 -3.81
C -2.25 -5.40 2.93
C -2.28 -6.75 3.32
H -1.35 -8.70 3.10
H 0.40 -7.84 1.52
H 0.34 -5.52 0.74
H -0.16 -3.94 3.75
H 0.30 -2.27 5.50
H -0.41 0.11 5.23
H -1.47 0.82 3.06
H -1.65 -0.80 1.21
H 0.56 -1.77 0.77
H 1.60 -1.35 -1.42
H 1.18 -2.89 -3.34
H -0.37 -4.82 -3.04
H -1.64 -5.09 -0.92
H -3.35 -4.03 0.26
H -4.45 -4.13 2.28
H -3.49 -2.82 3.01
H -5.98 -2.65 1.41
H -5.34 -1.48 2.55
H -5.17 -1.35 -0.32
H -4.34 -0.26 0.80
H -2.47 -2.62 -1.56
H -1.93 0.33 -0.82
H -1.99 1.82 -2.72
H -1.54 2.20 -5.16
H -1.03 0.22 -6.62
H -1.53 -2.08 -5.78
H -2.37 -2.42 -3.49
H -2.88 -4.70 3.48
H -3.02 -7.09 4.04
C -2.67 7.89 -0.42
O -2.87 6.79 0.51
C -1.90 5.86 0.62
C -2.24 4.63 1.25
C -1.49 3.50 1.03
C -0.25 3.55 0.30
C 0.46 2.37 0.01
C 1.84 2.35 -0.37
C 2.77 1.49 0.29
C 4.11 1.50 -0.03
C 4.59 2.35 -1.04
O 5.88 2.11 -1.53
C 6.92 3.01 -1.30
C 8.03 2.49 -0.63
C 8.96 3.39 -0.12
C 8.85 4.76 -0.41
C 7.79 5.23 -1.19
C 6.81 4.35 -1.66
C 3.72 3.21 -1.70
C 2.36 3.16 -1.41
C 0.18 4.85 -0.09
C -0.64 5.96 -0.02
H -3.62 8.44 -0.38
H -1.85 8.54 -0.08
H -2.48 7.53 -1.45
H -3.17 4.59 1.81
H -1.81 2.54 1.44
H -0.02 1.41 0.17
H 2.41 0.85 1.09
H 4.82 0.83 0.45
H 8.10 1.42 -0.47
H 9.79 3.02 0.48
H 9.61 5.46 -0.04
H 7.71 6.29 -1.45
H 5.97 4.69 -2.27
H 4.10 3.86 -2.50
H 1.68 3.77 -2.00
H 1.18 4.99 -0.47
H -0.35 6.87 -0.52
*
```

Record 2
Computed, not measured: a structure of composition C4H7ClO at a distorted geometry, with ωB97M-V/def2-TZVPD.

Computed properties:
* HOMO-LUMO gap: 9.8 eV
* strongest force on any atom: 6.16 eV Å⁻¹
* HOMO level: -9.176 eV
* energy above the lowest of the compared OMol25 structures with the same formula, charge and spin: 118.3 kcal per mole
* calculated total energy: -691.857357 Eh

Geometry as ORCA input:
```
! wB97M-V def2-TZVPD RIJCOSX def2/J DEFGRID3
* xyz 0 1
C -2.50 0.06 0.12
C -1.46 -0.33 0.78
C 1.25 0.85 0.19
C 1.90 -0.19 -0.24
O 2.58 -0.16 -1.41
Cl 1.39 -1.88 0.18
H -2.45 1.08 -0.18
H -3.48 -0.44 -0.12
H -1.08 -1.34 0.85
H 0.44 0.73 1.01
H 1.25 1.81 -0.23
H -0.63 0.84 0.79
H 2.80 -1.01 -1.73
*
```

Record 3
Computed, not measured: a structure of composition C37H30BrFNO3PPdS, with ωB97M-V/def2-TZVPD.

Computed properties:
* HOMO-LUMO gap: 8.2 eV
* strongest force on any atom: 0.87 eV Å⁻¹
* HOMO level: -7.916 eV
* energy above the lowest of the compared OMol25 structures with the same formula, charge and spin: 14.3 kcal per mole
* calculated total energy: -5249.731384 Eh

Geometry as ORCA input:
```
! wB97M-V def2-TZVPD RIJCOSX def2/J DEFGRID3
* xyz 0 1
Pd -0.47 -0.68 -0.32
O -0.44 -3.21 2.52
C 0.34 -2.56 1.82
O 0.46 -2.62 0.55
C 1.31 -1.62 2.55
C 1.59 -1.88 3.88
C 2.47 -1.10 4.60
C 3.08 -0.01 3.99
C 2.80 0.28 2.66
C 1.93 -0.53 1.93
P 1.55 -0.12 0.20
C 2.29 1.54 -0.06
C 3.63 1.65 -0.44
C 4.22 2.89 -0.59
C 3.49 4.05 -0.36
C 2.17 3.95 0.04
C 1.57 2.71 0.18
C 2.58 -1.17 -0.86
C 2.55 -0.94 -2.23
C 3.30 -1.74 -3.09
C 4.08 -2.77 -2.58
C 4.11 -2.99 -1.21
C 3.36 -2.21 -0.35
H 1.08 -2.72 4.34
H 2.68 -1.33 5.64
H 3.77 0.62 4.54
H 3.26 1.14 2.20
H 4.22 0.76 -0.62
H 5.26 2.95 -0.89
H 3.96 5.02 -0.48
H 1.59 4.84 0.23
H 0.53 2.65 0.49
H 1.95 -0.14 -2.63
H 3.27 -1.56 -4.16
H 4.66 -3.39 -3.24
H 4.71 -3.80 -0.81
H 3.36 -2.40 0.71
Br -1.13 0.66 -7.78
C -0.91 0.34 -5.93
C -1.30 -0.87 -5.38
C -1.12 -1.05 -4.01
N -0.58 -0.12 -3.22
C -0.20 1.03 -3.77
C -0.35 1.32 -5.12
H -1.74 -1.64 -5.99
H -1.42 -1.97 -3.53
H 0.24 1.76 -3.10
H -0.03 2.27 -5.53
F -3.10 4.46 1.73
C -2.46 3.36 1.27
C -2.46 3.10 -0.08
C -1.80 1.97 -0.54
C -1.16 1.10 0.35
C -1.19 1.39 1.71
C -1.84 2.53 2.18
H -2.96 3.78 -0.76
H -1.79 1.75 -1.60
H -0.71 0.73 2.42
H -1.88 2.76 3.24
C -4.87 -2.17 -0.89
S -3.63 -0.92 -0.58
O -2.34 -1.62 -1.00
C -3.68 -0.95 1.20
C -2.94 -1.91 1.87
C -2.93 -1.89 3.26
C -3.66 -0.93 3.94
C -4.40 0.02 3.25
C -4.40 0.02 1.86
H -4.54 -3.10 -0.42
H -4.96 -2.29 -1.97
H -5.82 -1.84 -0.47
H -2.34 -2.65 1.34
H -2.32 -2.62 3.77
H -3.65 -0.91 5.02
H -4.95 0.78 3.79
H -4.93 0.79 1.31
*
```

Record 4
Computed, not measured: an isolated molecule of CH2N4S at a distorted geometry, with ωB97M-V/def2-TZVPD.

Computed properties:
* HOMO-LUMO gap: 9.5 eV
* strongest force on any atom: 8.33 eV Å⁻¹
* HOMO level: -9.217 eV
* energy above the lowest of the compared OMol25 structures with the same formula, charge and spin: 45.4 kcal per mole
* calculated total energy: -656.410349 Eh

Geometry as ORCA input:
```
! wB97M-V def2-TZVPD RIJCOSX def2/J DEFGRID3
* xyz 0 1
C -0.61 -0.15 -0.05
H -2.44 1.04 0.61
H 2.30 0.79 -0.47
N 0.06 -1.42 0.07
N 1.39 -1.10 -0.05
N 1.35 0.29 0.00
N 0.23 0.89 -0.01
S -2.28 -0.34 -0.10
*
```

Record 5
Computed, not measured: an isolated molecule of C3H4N4O at a distorted geometry, with ωB97M-V/def2-TZVPD.

Computed properties:
* HOMO-LUMO gap: 10.2 eV
* strongest force on any atom: 3.50 eV Å⁻¹
* HOMO level: -10.113 eV
* energy above the lowest of the compared OMol25 structures with the same formula, charge and spin: 94.4 kcal per mole
* calculated total energy: -410.852903 Eh

Geometry as ORCA input:
```
! wB97M-V def2-TZVPD RIJCOSX def2/J DEFGRID3
* xyz 0 1
C -0.19 -0.42 0.04
C 0.24 0.88 0.02
C 1.62 0.98 -0.03
H -2.81 0.31 0.64
H -1.62 -1.68 -0.52
H -0.49 1.70 0.10
H 2.26 1.92 -0.08
N -1.54 -0.95 0.17
N 2.43 -0.12 -0.03
N 1.91 -1.34 -0.03
N 0.62 -1.48 -0.06
O -2.42 0.19 -0.23
*
```

Record 6
Computed, not measured: a structure of composition C27H39AsCrF6NO11PS at a distorted geometry, with ωB97M-V/def2-TZVPD.

Computed properties:
* HOMO-LUMO gap (spin up / spin down): 2.5 / 7.3 eV
* strongest force on any atom: 4.62 eV Å⁻¹
* HOMO level (spin up / spin down): 1.824 / -3.064 eV
* calculated total energy: -6553.783843 Eh

Geometry as ORCA input:
```
! wB97M-V def2-TZVPD RIJCOSX def2/J DEFGRID3
* xyz -2 5
Cr 14.15 -10.39 7.52
O 17.76 -11.14 8.75
As 16.51 -10.56 9.94
O 16.93 -9.78 11.32
O 15.08 -9.92 9.12
C 16.20 -12.55 10.37
C 16.84 -12.90 11.49
C 16.96 -14.25 11.81
C 16.49 -15.22 10.98
C 15.84 -14.86 9.79
C 15.72 -13.53 9.49
S 14.37 -13.13 8.37
O 13.94 -14.41 7.85
O 15.07 -12.26 7.26
O 13.38 -12.27 9.00
H 18.34 -10.35 8.62
H 17.09 -12.10 12.27
H 17.45 -14.55 12.74
H 16.72 -16.28 11.15
H 15.42 -15.68 9.21
C 10.17 -11.41 11.35
N 10.25 -10.22 10.47
C 9.11 -10.14 9.54
C 11.59 -10.17 9.80
C 11.92 -8.84 9.13
C 11.43 -7.61 9.57
C 11.54 -6.48 8.75
C 12.23 -6.58 7.55
C 12.91 -7.72 7.22
C 12.76 -8.82 8.05
H 9.20 -11.46 11.85
H 10.96 -11.35 12.10
H 10.40 -12.26 10.67
H 10.19 -9.41 11.10
H 9.25 -10.84 8.78
H 9.03 -9.11 9.12
H 8.15 -10.41 10.06
H 11.58 -10.95 9.01
H 12.36 -10.35 10.54
H 11.08 -7.47 10.57
H 11.14 -5.57 9.18
H 12.24 -5.69 6.90
H 13.56 -7.86 6.34
C 16.89 -10.59 5.32
C 16.11 -9.27 5.42
O 14.91 -9.35 6.11
C 16.94 -8.10 6.17
F 17.45 -8.59 7.38
F 17.95 -7.62 5.42
F 16.21 -7.06 6.55
C 15.72 -8.82 3.99
F 14.70 -9.59 3.50
F 15.25 -7.51 4.04
F 16.73 -8.81 3.09
H 17.28 -10.88 6.32
H 17.78 -10.55 4.61
H 16.14 -11.30 4.99
C 9.73 -7.91 5.09
C 10.39 -8.93 4.20
C 11.35 -8.31 3.21
C 9.31 -9.89 3.67
O 11.24 -9.73 5.12
P 11.47 -11.22 5.66
O 10.40 -11.71 6.66
O 12.92 -11.13 6.22
O 11.54 -12.02 4.29
C 11.62 -13.46 4.01
C 12.16 -13.61 2.57
C 12.66 -14.02 4.97
C 10.25 -14.04 4.27
H 9.00 -7.28 4.58
H 10.51 -7.24 5.53
H 9.21 -8.45 5.90
H 10.88 -7.95 2.25
H 12.13 -9.09 3.02
H 11.90 -7.45 3.73
H 8.48 -9.46 3.13
H 8.95 -10.43 4.53
H 9.80 -10.62 3.01
H 13.08 -12.99 2.35
H 11.34 -13.34 1.83
H 12.42 -14.67 2.41
H 13.61 -13.49 4.84
H 12.82 -15.11 4.82
H 12.34 -13.93 6.05
H 9.48 -13.78 3.46
H 9.92 -13.65 5.20
H 10.30 -15.17 4.28
*
```

Record 7
Computed, not measured: a structure of composition C14H25GdN5S4 at a distorted geometry, with ωB97M-V/def2-TZVPD.

Computed properties:
* HOMO-LUMO gap (spin up / spin down): 7.7 / 3.9 eV
* strongest force on any atom: 2.31 eV Å⁻¹
* HOMO level (spin up / spin down): -16.946 / -16.919 eV
* calculated total energy: -3179.738671 Eh

Geometry as ORCA input:
```
! wB97M-V def2-TZVPD RIJCOSX def2/J DEFGRID3
* xyz 3 8
Gd 0.15 0.19 0.05
S -2.04 1.65 1.10
S 1.95 0.38 -2.05
C -3.01 0.45 2.08
C -3.05 1.79 -0.44
C -2.65 0.77 -1.50
N -1.20 0.88 -1.83
C -0.76 0.06 -2.98
C 0.66 0.44 -3.39
H -2.92 2.82 -0.80
H -4.10 1.68 -0.15
H -3.25 0.93 -2.41
H -2.85 -0.25 -1.13
H -1.45 0.22 -3.83
H -0.82 -1.01 -2.70
H 0.70 1.48 -3.75
H 1.03 -0.20 -4.19
C 2.35 -1.43 -2.03
H -1.01 1.88 -2.04
H 1.48 -2.06 -2.25
H 2.76 -1.70 -1.05
H 3.12 -1.58 -2.80
H -2.36 0.03 2.86
H -3.40 -0.38 1.47
H -3.84 0.99 2.56
C 1.00 3.59 -0.07
C 1.65 3.13 1.02
H -0.03 3.97 -0.05
H 1.49 3.54 -1.06
H 1.11 3.02 1.97
H 2.65 2.67 0.94
N 4.02 0.61 0.85
C 3.27 -0.19 1.64
N 2.00 -0.51 1.39
C 1.50 -1.40 2.39
C 2.40 -1.64 3.39
S 3.92 -0.85 3.16
C 0.21 -2.00 2.16
C -0.56 -2.83 2.94
S -2.04 -3.32 2.15
C -1.54 -2.44 0.74
N -0.36 -1.84 0.86
N -2.21 -2.32 -0.47
H 5.01 0.69 1.09
H 3.73 0.76 -0.11
H 2.20 -2.29 4.25
H -0.25 -3.21 3.92
H -3.02 -2.91 -0.60
H -1.62 -2.22 -1.30
*
```

Record 8
Computed, not measured: a cluster of 6 separate species, C32H52BCl3F12N2O14PS6 in total at a distorted geometry, with ωB97M-V/def2-TZVPD.

Computed properties:
* HOMO-LUMO gap: 4.7 eV
* strongest force on any atom: 10.78 eV Å⁻¹
* HOMO level: -10.086 eV
* calculated total energy: -7746.658752 Eh

Geometry as ORCA input:
```
! wB97M-V def2-TZVPD RIJCOSX def2/J DEFGRID3
* xyz 1 1
C -1.43 -2.57 -2.91
C -1.64 -1.32 -2.54
C -1.78 0.26 -2.11
S -2.89 0.92 -3.44
O -3.05 -0.13 -4.56
O -2.23 2.09 -4.19
C -4.60 1.49 -3.12
F -4.86 2.72 -3.87
F -5.07 1.75 -1.82
F -5.55 0.55 -3.71
N -0.33 0.77 -2.19
C 0.51 0.20 -3.30
O 1.30 -0.80 -3.16
C 0.64 0.87 -4.79
F 0.65 2.33 -4.70
F -0.39 0.39 -5.70
C 2.01 0.50 -5.57
F 1.86 1.17 -6.87
F 2.11 -0.90 -5.95
C 3.37 1.11 -4.97
F 4.46 0.32 -5.53
F 3.52 1.06 -3.55
C 3.67 2.64 -5.48
O 3.43 3.62 -4.68
O 4.22 2.92 -6.78
C 0.36 0.80 -0.83
C 1.90 1.23 -0.85
Cl 3.36 0.19 -0.47
C 2.23 2.63 -1.13
C 3.78 3.15 -1.08
Cl 0.99 3.92 -1.50
C -0.06 -0.38 0.18
C 0.42 0.12 1.67
C -0.54 -0.43 2.85
O -0.91 -1.62 3.02
Cl -1.12 0.80 4.13
P 0.78 -2.09 -0.07
N 1.37 -2.67 1.34
O -1.46 -0.67 0.28
C -2.35 0.13 -0.61
C -2.80 1.38 0.24
C -2.53 2.89 -0.12
O -2.65 3.38 -1.46
C -3.58 3.79 0.78
F -4.94 3.63 0.39
F -3.34 3.65 2.20
F -3.23 5.17 0.47
B -3.65 -0.94 -0.52
O -4.58 -1.23 -1.57
C -3.97 -1.72 0.92
C -5.32 -2.65 0.74
H -1.46 -3.62 -3.39
H -0.43 1.80 -2.43
H 3.53 3.50 -7.23
H -0.11 1.74 -0.31
H 3.79 4.32 -1.07
H 4.25 2.83 -0.06
H 4.39 2.83 -1.99
H 0.36 1.28 1.74
H 1.55 -0.12 1.85
H 1.88 -2.10 -0.98
H -0.23 -3.05 -0.47
H 2.39 -2.84 1.18
H -3.96 1.31 0.43
H -2.39 1.25 1.34
H -1.50 3.26 0.29
H -1.73 3.44 -1.86
H -4.26 -2.05 -2.04
H -3.11 -2.41 1.25
H -4.24 -0.89 1.68
H -5.37 -3.32 1.68
H -6.27 -2.03 0.56
H -5.07 -3.36 -0.15
C -1.61 0.92 -8.79
S -0.25 1.40 -9.88
O -0.39 2.86 -10.15
C -0.86 0.52 -11.34
H -1.46 1.39 -7.82
H -2.56 1.25 -9.22
H -1.61 -0.17 -8.67
H -1.86 0.88 -11.60
H -0.88 -0.55 -11.13
H -0.18 0.71 -12.17
C 0.78 -7.49 2.79
S -0.57 -6.37 3.22
O -0.64 -5.33 2.15
C 0.26 -5.62 4.64
H 0.50 -8.04 1.90
H 1.69 -6.92 2.60
H 0.95 -8.19 3.62
H 1.20 -5.17 4.33
H 0.44 -6.38 5.40
H -0.40 -4.85 5.05
C 0.67 -1.38 6.97
S 1.91 -1.57 5.67
O 2.39 -2.98 5.71
C 3.17 -0.54 6.46
H -0.21 -1.97 6.70
H 1.07 -1.73 7.92
H 0.38 -0.33 7.05
H 3.41 -0.95 7.45
H 2.80 0.48 6.56
H 4.06 -0.55 5.84
C 2.81 7.06 1.49
S 4.05 6.88 0.18
O 4.57 5.48 0.24
C 5.29 7.95 0.96
H 1.95 6.44 1.23
H 3.23 6.72 2.44
H 2.50 8.10 1.56
H 5.55 7.56 1.94
H 4.89 8.96 1.04
H 6.18 7.96 0.33
C -0.58 -5.28 10.67
S 0.78 -4.80 9.58
O 0.66 -3.33 9.32
C 0.16 -5.65 8.12
H -0.42 -4.82 11.64
H -1.53 -4.93 10.25
H -0.59 -6.36 10.78
H -0.84 -5.28 7.86
H 0.12 -6.73 8.31
H 0.84 -5.46 7.29
*
```